1.
Below is a 6-piece molecular cluster, H11O6 overall, with properties calculated with the ωB97M-V functional and the def2-TZVPD basis.

The geometry in XYZ format:
```
17
Properties=species:S:1:pos:R:3
O -0.64060 -1.41424 0.25351
H -1.50207 -1.51338 -0.16005
O 0.66629 -1.73750 -1.97577
H 1.22481 -2.39239 -1.54978
H 0.04005 -1.56064 -1.23692
O 0.70378 -1.04996 2.34936
H 1.55898 -1.48267 2.41880
H 0.26408 -1.41408 1.51035
O -1.18714 1.92537 -0.35586
H -1.28406 2.27095 0.53588
H -0.94864 0.98802 -0.33784
O 0.10098 1.75887 2.86531
H 0.95511 2.06327 2.53523
H 0.08637 0.87465 2.45802
O 0.11757 1.18022 -3.36066
H -0.60108 1.22527 -2.71920
H 0.44557 0.27824 -3.23037
```

Its energy above the lowest of the compared OMol25 structures with the same formula, charge and spin is 0.7580 eV. The LUMO energy is 3.92 eV. As for the HOMO energy: -5.03 eV. Its HOMO-LUMO gap is 0.3289 Eh. Its multiplicity is 1. As for the net charge: -1.

=====

2.
Below is a 6-piece molecular cluster, H11O6 overall, with properties calculated with the ωB97M-V functional and the def2-TZVPD basis.

The geometry in XYZ format:
```
17
Properties=species:S:1:pos:R:3
O -0.39093 -2.47718 -0.90723
H -1.15147 -2.29678 -0.30711
O 0.86996 -1.42180 1.40242
H 0.65089 -1.96284 0.64302
H 0.14083 -0.77835 1.56354
O 2.03159 1.07826 0.44156
H 1.70610 0.25208 0.80613
H 1.28629 1.64315 0.50990
O 0.18415 -0.17201 -2.09700
H -0.19293 -1.58036 -1.35903
H 1.03681 0.15078 -1.70153
O -1.20115 1.59452 -0.91303
H -0.49383 0.60921 -1.66436
H -1.51117 2.45381 -1.02316
O -1.16043 0.66915 1.72315
H -1.31438 0.97494 0.83104
H -0.49033 1.26342 2.05168
```

Its energy above the lowest of the compared OMol25 structures with the same formula, charge and spin is 0.3973 eV. The LUMO energy is 3.90 eV. As for the HOMO energy: -5.21 eV. Its HOMO-LUMO gap is 0.3348 Eh. Its multiplicity is 1. As for the net charge: -1.